(1)
A cluster of 11 separate species, C13H48N8O11 in total at a distorted geometry. Source: OMol25; level of theory: wB97M-V/def2-TZVPD.

```
80
Properties=species:S:1:pos:R:3
N -0.531 5.403 -4.811
C -0.170 5.473 -3.578
N 1.139 5.454 -3.454
O -0.906 5.619 -2.607
H 0.236 5.334 -5.465
H -1.475 5.573 -5.129
H 1.792 5.274 -4.202
H 1.425 5.547 -2.489
N -3.526 5.223 1.866
C -4.672 4.967 1.347
N -4.576 5.145 0.073
O -5.683 4.577 1.983
H -2.860 5.592 1.202
H -3.283 5.303 2.843
H -5.351 4.803 -0.478
H -3.691 5.354 -0.365
N 3.168 -7.216 5.124
C 3.166 -6.325 4.210
N 2.926 -5.121 4.750
O 3.473 -6.532 3.066
H 3.698 -8.051 4.918
H 2.927 -6.852 6.035
H 3.129 -4.343 4.138
H 2.754 -4.981 5.735
N 6.609 -1.200 0.974
C 6.121 -0.710 2.054
N 5.856 0.570 1.941
O 5.820 -1.377 2.990
H 6.761 -0.540 0.225
H 6.899 -2.168 0.961
H 6.218 1.127 1.180
H 5.196 0.932 2.615
C 1.206 -0.375 -0.179
C -0.296 -0.491 0.157
C -1.017 0.815 0.029
O -0.879 -1.402 -0.750
H 1.408 -0.288 -1.247
H 1.806 -1.247 0.081
H 1.612 0.505 0.319
H -0.257 -0.812 1.198
H -0.749 1.318 -0.901
H -0.690 1.494 0.816
H -2.104 0.745 0.026
H -1.681 -1.748 -0.352
C 2.826 -5.730 -2.556
O 3.835 -6.735 -2.785
H 2.052 -5.798 -3.320
H 2.342 -5.829 -1.584
H 3.124 -4.682 -2.579
H 4.512 -6.574 -2.123
C 1.969 5.878 1.664
O 3.180 6.491 1.154
H 2.052 5.954 2.748
H 1.032 6.276 1.274
H 2.074 4.800 1.545
H 3.855 6.603 1.827
C 0.806 -0.308 -5.530
O 0.278 -1.575 -5.272
H 0.535 -0.011 -6.543
H 0.452 0.425 -4.805
H 1.881 -0.447 -5.412
H 0.178 -1.626 -4.319
C -2.414 -4.966 2.371
O -3.497 -4.211 1.796
H -2.016 -5.674 1.645
H -1.642 -4.303 2.761
H -2.813 -5.609 3.155
H -3.978 -3.707 2.456
C -4.657 0.793 -4.712
O -5.999 0.325 -4.892
H -3.981 -0.031 -4.484
H -4.364 1.261 -5.651
H -4.711 1.513 -3.896
H -5.989 -0.284 -5.634
C -5.103 -0.274 3.830
O -5.754 -1.291 4.655
H -4.021 -0.403 3.839
H -5.529 -0.398 2.834
H -5.304 0.717 4.236
H -6.159 -0.938 5.451
```

Calculated values
SMILES string: NC(N)=O.NC(N)=O.NC(N)=O.NC(N)=O.CC(C)O.CO.CO.CO.CO.CO.CO
HOMO energy in eV: -9.548
HOMO-LUMO gap in eV: 9.5
Lowest unoccupied orbital energy in Eh: -0.0003
ΔE to the lowest compared entry with this formula, charge and spin in eV: 4.117


(2)
A cluster of 2 separate species, C18H20F4N3 in total at a distorted geometry. Source: OMol25; level of theory: wB97M-V/def2-TZVPD.

```
45
Properties=species:S:1:pos:R:3
F 2.495 -0.636 -6.820
C 2.418 0.073 -5.640
C 3.100 1.287 -5.574
C 2.984 1.997 -4.373
F 3.709 3.160 -4.222
C 2.202 1.568 -3.310
C 1.455 0.339 -3.418
C 0.571 -0.041 -2.380
C -0.350 -1.122 -2.279
C -1.082 -1.307 -1.065
C -1.908 -2.402 -0.911
F -2.562 -2.600 0.286
C -2.106 -3.354 -1.915
C -1.429 -3.141 -3.105
F -1.573 -4.053 -4.126
C -0.611 -2.046 -3.317
C 1.678 -0.430 -4.582
H 3.714 1.670 -6.384
H 2.103 2.129 -2.392
H 0.582 0.657 -1.585
H -0.983 -0.583 -0.265
H -2.753 -4.204 -1.770
H -0.194 -1.892 -4.293
H 1.279 -1.430 -4.660
C -0.199 -0.923 4.907
N -0.350 -0.433 3.552
C -0.263 -1.451 2.547
C -0.443 0.843 3.025
N -0.269 0.885 1.711
N -0.838 1.916 3.804
C -0.832 2.031 5.257
C -1.325 3.174 3.230
H -0.314 -0.143 5.644
H -0.980 -1.671 5.078
H 0.799 -1.358 5.027
H -0.374 -0.904 1.607
H 0.734 -1.911 2.572
H -1.087 -2.168 2.697
H -0.136 1.802 1.190
H -0.626 1.100 5.759
H -0.075 2.773 5.533
H -1.825 2.389 5.555
H -1.544 3.040 2.159
H -2.228 3.422 3.807
H -0.567 3.946 3.435
```

Calculated values
HOMO energy in eV: -10.521
HOMO-LUMO gap in eV: 3.9
Lowest unoccupied orbital energy in Eh: -0.2431
ΔE to the lowest compared entry with this formula, charge and spin in eV: 1.070
Net charge: +1


(3)
A structure of composition C52H79BCsN8P2S3 at a distorted geometry. Source: OMol25; level of theory: wB97M-V/def2-TZVPD.

```
146
Properties=species:S:1:pos:R:3
Cs -0.445 -0.498 -1.324
C -2.810 -0.214 3.577
C -1.437 -0.763 3.330
C -1.005 -1.920 3.991
C 0.266 -2.444 3.692
N 1.089 -1.880 2.858
N 0.675 -0.737 2.207
B 1.675 -0.174 1.327
N 2.727 -0.933 0.694
N 3.891 -0.184 0.526
C 4.962 -0.771 0.073
C 5.012 -2.132 -0.254
C 3.824 -2.873 -0.201
C 3.820 -4.293 -0.683
C 2.647 -2.274 0.227
S 1.133 -3.080 0.141
C 6.170 0.169 -0.035
C 5.792 1.402 -0.862
C 6.562 0.618 1.379
C 7.367 -0.518 -0.692
N 1.941 1.332 1.484
N 2.064 1.641 2.773
C 2.245 2.877 3.121
C 2.355 3.888 2.137
C 2.250 3.577 0.821
C 2.338 4.622 -0.244
C 2.004 2.209 0.458
S 1.758 1.704 -1.136
C 2.317 3.114 4.628
C 2.427 4.602 4.953
C 3.542 2.379 5.187
C 1.045 2.546 5.271
C -0.604 -0.165 2.400
S -1.068 1.206 1.446
C 0.769 -3.739 4.329
C 0.702 -3.618 5.856
C -0.121 -4.899 3.862
C 2.206 -4.044 3.909
H -3.365 -0.869 4.252
H -3.358 -0.112 2.637
H -2.763 0.789 4.008
H -1.651 -2.408 4.710
H 5.921 -2.593 -0.610
H 4.834 -4.606 -0.943
H 3.173 -4.406 -1.559
H 3.413 -4.967 0.074
H 4.884 1.867 -0.474
H 5.604 1.128 -1.905
H 6.610 2.130 -0.841
H 5.728 1.141 1.852
H 7.428 1.286 1.340
H 6.816 -0.245 2.001
H 7.114 -0.892 -1.687
H 7.733 -1.356 -0.093
H 8.185 0.200 -0.797
H 2.509 4.919 2.427
H 2.571 5.595 0.191
H 1.393 4.681 -0.789
H 3.095 4.354 -0.983
H 3.344 5.040 4.549
H 2.448 4.733 6.037
H 1.574 5.164 4.564
H 4.463 2.750 4.729
H 3.470 1.310 4.983
H 3.609 2.530 6.269
H 0.157 3.063 4.900
H 1.091 2.666 6.358
H 0.934 1.487 5.035
H -0.323 -3.478 6.209
H 1.294 -2.765 6.196
H 1.101 -4.524 6.324
H -1.176 -4.715 4.085
H 0.174 -5.829 4.357
H 0.003 -5.045 2.782
H 2.891 -3.266 4.253
H 2.292 -4.094 2.821
H 2.510 -5.002 4.345
C 2.482 0.064 -5.652
P 1.680 -0.521 -4.098
C 3.180 -0.800 -3.071
C 1.347 -2.287 -4.558
C 0.418 -2.934 -3.516
P -1.410 -2.892 -3.845
C -1.440 -3.929 -5.372
C -1.683 -1.246 -4.643
H 3.244 -0.641 -5.995
H 2.957 1.030 -5.467
H 1.738 0.199 -6.439
H 3.978 -1.248 -3.669
H 2.934 -1.471 -2.243
H 3.513 0.141 -2.634
H 2.307 -2.810 -4.605
H 0.920 -2.324 -5.564
H 0.593 -2.490 -2.531
H 0.632 -3.996 -3.378
H -2.472 -4.050 -5.706
H -1.041 -4.918 -5.143
H -0.860 -3.495 -6.190
H -0.889 -0.974 -5.340
H -1.784 -0.460 -3.893
H -2.628 -1.296 -5.190
C -7.732 3.728 -0.438
C -6.380 3.089 -0.597
C -5.199 3.908 -0.272
C -3.964 3.485 -0.530
C -2.732 4.273 -0.210
C -3.753 2.143 -1.201
C -4.923 1.170 -1.060
C -6.260 1.812 -0.972
N -4.596 -0.053 -1.056
C -5.430 -1.262 -0.949
C -5.370 -1.679 0.524
C -6.896 -1.221 -1.393
C -4.709 -2.304 -1.804
H -7.710 4.777 -0.740
H -8.047 3.701 0.609
H -8.488 3.210 -1.029
H -5.355 4.878 0.191
H -2.976 5.197 0.315
H -2.186 4.524 -1.125
H -2.058 3.676 0.413
H -2.899 1.671 -0.713
H -7.150 1.252 -1.201
H -5.887 -0.942 1.146
H -4.336 -1.744 0.858
H -5.849 -2.653 0.661
H -7.529 -0.667 -0.702
H -7.270 -2.247 -1.417
H -7.003 -0.804 -2.399
H -3.667 -2.395 -1.499
H -4.727 -2.012 -2.859
H -5.188 -3.282 -1.707
N -1.886 -3.361 1.172
C -1.602 -2.598 0.330
H -1.690 -4.010 1.908
C -2.590 2.769 -5.327
C -3.937 2.747 -4.983
C -4.324 2.553 -3.664
C -3.370 2.372 -2.663
C -2.027 2.413 -3.017
C -1.634 2.607 -4.337
H -2.291 2.911 -6.358
H -4.694 2.878 -5.747
H -5.378 2.536 -3.410
H -1.266 2.294 -2.255
H -0.578 2.616 -4.579
```

Calculated values
HOMO energy (alpha / beta) in eV: -2.572 / -2.459
HOMO-LUMO gap (alpha / beta) in eV: 4.4 / 4.3
Lowest unoccupied orbital energy (alpha / beta) in Eh: 0.0690 / 0.0689
ΔE to the lowest compared entry with this formula, charge and spin in eV: 0.501
Net charge: -1


(4)
A cluster of 2 separate species, C9H13NO in total at a distorted geometry. Source: OMol25; level of theory: wB97M-V/def2-TZVPD.

```
24
Properties=species:S:1:pos:R:3
C 1.382 -2.401 0.235
C 1.576 -1.184 -0.702
C 0.662 -0.131 -0.603
C 0.446 0.746 -1.610
C 1.172 0.596 -2.847
C 2.141 -0.365 -2.937
C 2.340 -1.344 -1.885
H 2.198 -2.952 0.197
H 0.505 -2.999 -0.108
H 1.232 -2.023 1.141
H 0.008 -0.091 0.263
H -0.125 1.780 -1.544
H 1.027 1.255 -3.697
H 2.690 -0.413 -3.985
H 3.023 -2.066 -2.089
C -3.090 1.899 2.667
C -2.090 1.020 2.106
N -1.811 -0.115 2.839
O -1.468 1.208 1.080
H -3.761 1.419 3.308
H -3.577 2.398 1.873
H -2.761 2.740 3.265
H -0.922 -0.671 2.650
H -2.353 -0.245 3.665
```

Calculated values
SMILES string: Cc1ccccc1.CC(N)=O
HOMO energy in eV: -8.578
HOMO-LUMO gap in eV: 9.3
Lowest unoccupied orbital energy in Eh: 0.0273
ΔE to the lowest compared entry with this formula, charge and spin in eV: 1.778


no.,DFT total energy (Ha)
1,-1789.70551
2,-1261.25277
3,-4389.23185
4,-480.69194